(a)
# C4H5N3

An isolated molecule of C4H5N3 (ωB97M-V/def2-TZVPD, OMol25).

Each line ends with the Löwdin charge.
Element x y z (Å)
C: -1.46 -0.18 0.44  0.00
N: -0.40 -0.15 -0.60  -0.01
C: 0.96 0.18 -0.17  -0.33
C: 1.84 -0.90 -0.10  -0.27
N: 2.53 -1.84 -0.05  0.11
C: 1.19 1.50 0.20  -0.27
N: 1.32 2.62 0.49  0.12
H: -1.20 -1.00 1.11  0.11
H: -2.43 -0.36 -0.03  0.10
H: -1.43 0.77 0.98  0.10
H: -0.68 0.47 -1.37  0.18
H: -0.26 -1.11 -0.91  0.16

Summary:
LUMO level (eV): -0.104
Charge: 0
Spin multiplicity: 1



(b)
# C4H5N3

An isolated molecule of C4H5N3 (ωB97M-V/def2-TZVPD, OMol25).

Each line ends with the Löwdin charge.
Element x y z (Å)
C: -3.00 -0.08 -0.01  -0.18
C: -1.65 -0.42 -0.36  -0.14
C: 1.75 -0.41 0.47  -0.14
C: 1.43 0.86 -0.24  -0.10
H: -1.49 -1.00 -1.21  0.09
H: 2.57 -1.14 0.20  0.12
H: 1.60 -0.39 1.52  0.08
H: 1.13 1.50 0.64  0.12
H: 1.88 1.12 -1.22  0.11
N: -4.06 0.31 0.26  0.15
N: -0.64 0.00 0.33  0.03
N: 0.48 -0.35 -0.37  -0.14

Summary:
LUMO level (eV): -0.035
Charge: 0
SMILES string: N#C/C=N/N1CC1
Spin multiplicity: 1



Best to worst by energy: (a), (b).



(a)
# C5H10N2O

An isolated molecule of C5H10N2O (ωB97M-V/def2-TZVPD, OMol25).

Each line ends with the Löwdin charge.
Element x y z (Å)
C: 0.39 0.47 -0.51  -0.42
C: 1.85 0.50 -0.65  -0.03
C: 1.34 -0.45 0.39  -0.25
C: -0.76 -1.12 0.93  -0.15
C: -0.71 -0.66 -0.55  -0.36
H: -1.20 1.65 0.37  0.15
H: 0.04 2.48 -0.73  0.13
H: 2.31 1.32 -0.22  0.08
H: 2.57 0.09 -1.38  0.12
H: 1.39 -1.46 0.02  0.12
H: 0.43 0.53 1.91  0.15
H: -0.88 -2.25 1.08  0.13
H: -1.80 -0.76 1.12  0.12
H: -0.35 -1.59 -1.07  0.15
H: -1.89 0.52 -1.74  0.16
N: -0.14 1.69 0.02  0.04
N: 0.48 -0.49 1.51  -0.05
O: -1.96 -0.17 -0.96  -0.08

Summary:
LUMO level (eV): 0.688
Charge: 0
SMILES string: N[C@@]12C[C@H]1NC[C@H]2O
Spin multiplicity: 1



(b)
# C5H10N2O

An isolated molecule of C5H10N2O (ωB97M-V/def2-TZVPD, OMol25).

Each line ends with the Löwdin charge.
Element x y z (Å)
C: 1.85 -0.24 0.35  -0.36
C: 1.07 0.95 0.49  -0.16
C: -0.32 1.13 -0.11  -0.65
C: -1.62 -0.96 0.62  -0.05
C: -2.36 -0.17 -0.56  -0.11
H: 0.89 -0.84 -1.26  0.09
H: 2.22 0.35 -1.42  0.12
H: 1.32 -1.15 0.66  0.09
H: 2.98 -0.15 0.74  0.16
H: 1.03 1.21 1.59  0.14
H: 1.68 1.75 0.24  0.09
H: -1.40 -2.13 0.45  0.13
H: -1.72 -0.68 1.65  0.08
H: -2.60 -1.04 -1.38  0.13
H: -3.40 0.52 -0.22  0.18
N: 1.98 -0.72 -1.07  -0.05
N: -0.92 0.01 -0.36  -0.05
O: -0.68 2.15 -0.40  0.20

Summary:
LUMO level (eV): 0.716
Charge: 0
SMILES string: NCCC(=O)N1CC1
Spin multiplicity: 1



(c)
# C5H10N2O

An isolated molecule of C5H10N2O (ωB97M-V/def2-TZVPD, OMol25).

Each line ends with the Löwdin charge.
Element x y z (Å)
C: -2.31 -0.56 -0.28  -0.09
C: 1.83 -1.50 0.43  0.00
C: -0.48 1.74 0.43  0.00
C: 1.27 -0.25 -0.20  -0.54
C: -0.10 0.32 0.15  -0.44
O: 2.26 0.72 -0.38  0.04
N: 0.23 -0.28 -1.18  0.19
N: -0.90 -0.80 -0.03  0.01
H: 2.04 1.23 -1.17  0.11
H: -2.46 0.08 -1.16  0.09
H: -2.77 -0.07 0.58  0.09
H: -2.79 -1.52 -0.46  0.08
H: 2.36 -1.24 1.34  0.08
H: 1.01 -2.18 0.66  0.07
H: 2.52 -1.97 -0.26  0.08
H: -1.16 2.13 -0.32  0.08
H: 0.42 2.35 0.45  0.08
H: -0.98 1.79 1.40  0.08

Summary:
LUMO level (eV): 0.897
Charge: 0
SMILES string: CN1N2[C@]1(C)[C@]2(C)O
Spin multiplicity: 1



Best to worst by energy: (c), (b), (a).



(a)
# C23H32N4O2

An isolated molecule of C23H32N4O2 (ωB97M-V/def2-TZVPD, OMol25).

Each line ends with the Löwdin charge.
Element x y z (Å)
C: -6.12 -3.20 0.45  -0.10
H: -6.88 -3.49 1.17  0.07
C: -6.72 -2.26 -0.60  -0.26
C: -5.76 -1.95 -1.74  -0.20
C: -4.49 -1.22 -1.29  -0.18
N: -4.79 0.02 -0.61  0.08
C: -4.50 0.23 0.68  -0.52
O: -3.96 -0.59 1.40  0.04
C: -4.88 1.61 1.20  -0.10
H: -5.96 1.75 1.09  0.12
H: -4.66 1.64 2.27  0.12
C: -4.16 2.74 0.46  -0.09
C: -2.68 2.52 0.14  -0.47
O: -2.18 3.06 -0.83  0.06
N: -2.01 1.73 1.02  0.14
C: -0.67 1.33 0.97  -0.20
C: 0.27 1.95 0.18  0.05
C: 1.61 1.52 0.20  -0.11
C: 1.98 0.44 1.04  -0.22
N: 3.24 -0.04 1.11  0.15
C: 4.19 0.52 0.38  -0.27
N: 5.46 0.04 0.56  -0.08
C: 5.63 -1.17 1.34  -0.17
H: 4.81 -1.22 2.05  0.11
C: 5.65 -2.40 0.43  -0.18
C: 6.74 -2.26 -0.62  -0.21
C: 6.57 -0.94 -1.39  -0.18
H: 7.39 -0.80 -2.09  0.11
C: 6.53 0.22 -0.39  -0.17
H: 6.42 1.17 -0.92  0.10
H: 7.47 0.25 0.17  0.13
H: 5.63 -0.97 -1.95  0.12
H: 6.71 -3.10 -1.32  0.11
H: 7.72 -2.26 -0.13  0.11
H: 5.81 -3.30 1.03  0.11
H: 4.67 -2.48 -0.06  0.11
H: 6.58 -1.08 1.88  0.12
C: 3.90 1.61 -0.49  0.05
C: 2.64 2.11 -0.59  -0.20
C: 2.33 3.25 -1.50  -0.04
H: 3.22 3.56 -2.04  0.08
H: 1.56 2.97 -2.22  0.09
H: 1.96 4.10 -0.93  0.09
H: 4.69 2.06 -1.08  0.10
C: 1.00 -0.18 1.83  -0.01
C: -0.30 0.26 1.80  -0.01
H: -1.06 -0.23 2.40  0.11
H: 1.29 -1.01 2.46  0.11
H: -0.02 2.77 -0.45  0.10
H: -2.55 1.24 1.72  0.12
H: -4.64 2.95 -0.50  0.11
H: -4.22 3.66 1.05  0.13
H: -5.25 0.74 -1.14  0.15
H: -3.86 -1.01 -2.16  0.12
H: -3.93 -1.83 -0.59  0.12
H: -5.46 -2.87 -2.24  0.11
H: -6.28 -1.33 -2.48  0.11
H: -7.62 -2.73 -1.02  0.10
H: -7.03 -1.34 -0.12  0.10
H: -5.31 -2.71 0.99  0.05
H: -5.73 -4.10 -0.02  0.08

Summary:
LUMO level (eV): 0.694
Charge: 0
SMILES string: CCCCNC(=O)CCC(=O)Nc1ccc2nc(N3CCCCC3)cc(C)c2c1
Spin multiplicity: 1



(b)
# C23H32N4O2

An isolated molecule of C23H32N4O2 (ωB97M-V/def2-TZVPD, OMol25).

Each line ends with the Löwdin charge.
Element x y z (Å)
C: 6.96 3.46 -0.71  -0.06
C: 7.45 2.77 0.56  -0.25
O: 6.68 1.64 0.90  -0.06
C: 5.45 1.80 1.48  -0.22
C: 4.92 3.01 1.88  -0.04
C: 3.69 3.04 2.51  -0.08
C: 2.97 1.88 2.71  -0.04
C: 3.48 0.65 2.29  -0.19
C: 4.75 0.60 1.71  -0.13
C: 5.44 -0.69 1.38  -0.03
H: 5.37 -0.92 0.31  0.09
H: 5.00 -1.51 1.94  0.08
H: 6.49 -0.60 1.62  0.08
N: 2.79 -0.56 2.48  -0.11
C: 2.39 -1.32 1.31  -0.14
C: 0.99 -0.94 0.84  -0.16
N: 0.03 -1.19 1.90  -0.18
C: 0.36 -0.34 3.04  -0.18
C: 1.78 -0.66 3.51  -0.15
H: 2.06 -0.02 4.35  0.12
H: 1.79 -1.71 3.85  0.13
H: -0.34 -0.55 3.85  0.12
H: 0.27 0.73 2.78  0.12
C: -1.34 -1.04 1.46  -0.19
H: -1.97 -0.90 2.35  0.12
C: -1.82 -2.29 0.72  -0.17
N: -3.19 -2.16 0.27  0.05
C: -3.45 -1.66 -0.98  -0.54
O: -2.59 -1.49 -1.81  0.07
N: -4.79 -1.42 -1.18  0.13
C: -5.43 -0.98 -2.34  -0.23
C: -4.75 -0.60 -3.49  -0.01
C: -5.45 -0.16 -4.59  -0.04
C: -6.84 -0.07 -4.59  -0.29
C: -7.51 -0.45 -3.43  -0.05
C: -6.83 -0.89 -2.32  -0.03
H: -7.37 -1.18 -1.43  0.11
H: -8.59 -0.39 -3.40  0.11
C: -7.59 0.39 -5.80  -0.06
H: -7.01 1.13 -6.36  0.07
H: -8.54 0.83 -5.52  0.07
H: -7.79 -0.45 -6.47  0.08
H: -4.91 0.13 -5.48  0.11
H: -3.68 -0.66 -3.51  0.10
H: -5.42 -1.66 -0.43  0.14
H: -3.89 -2.09 0.99  0.13
H: -1.22 -2.44 -0.18  0.11
H: -1.73 -3.16 1.37  0.12
H: -1.48 -0.16 0.81  0.13
H: 0.73 -1.54 -0.03  0.12
H: 0.98 0.13 0.54  0.14
H: 3.10 -1.16 0.51  0.11
H: 2.39 -2.38 1.58  0.13
H: 2.01 1.93 3.19  0.09
H: 3.28 3.98 2.84  0.10
H: 5.44 3.94 1.72  0.10
H: 8.46 2.37 0.39  0.12
H: 7.50 3.48 1.40  0.12
H: 5.95 3.84 -0.58  0.07
H: 6.96 2.76 -1.54  0.08
H: 7.62 4.29 -0.95  0.08

Summary:
LUMO level (eV): 0.657
Charge: 0
SMILES string: CCOc1cccc(N2CCN(CCNC(=O)Nc3ccc(C)cc3)CC2)c1C
Spin multiplicity: 1



(c)
# C23H32N4O2

An isolated molecule of C23H32N4O2 (ωB97M-V/def2-TZVPD, OMol25).

Each line ends with the Löwdin charge.
Element x y z (Å)
C: 8.40 -1.43 0.25  0.00
C: 7.05 -0.88 0.68  -0.51
O: 6.66 -0.91 1.82  0.07
N: 6.36 -0.36 -0.38  0.11
C: 5.09 0.24 -0.38  -0.21
C: 4.29 0.31 0.73  0.05
C: 3.03 0.92 0.65  -0.14
C: 2.15 1.03 1.75  0.01
C: 0.94 1.63 1.59  -0.02
C: 0.58 2.13 0.31  -0.27
N: 1.38 2.06 -0.72  0.16
C: 2.58 1.47 -0.59  -0.24
C: 3.43 1.38 -1.71  0.00
C: 4.65 0.78 -1.61  -0.02
H: 5.29 0.71 -2.47  0.11
H: 3.08 1.80 -2.64  0.11
C: -0.78 2.76 0.07  -0.13
N: -1.89 1.86 -0.13  -0.15
C: -2.48 1.19 1.01  -0.15
C: -1.98 -0.24 1.20  -0.13
N: -2.15 -1.07 0.02  -0.16
C: -3.44 -1.72 -0.14  -0.17
C: -4.61 -0.83 -0.47  -0.07
C: -5.61 -0.48 0.33  -0.36
C: -5.78 -0.89 1.76  -0.05
H: -5.58 -0.04 2.42  0.09
H: -5.11 -1.70 2.05  0.06
H: -6.80 -1.22 1.94  0.08
C: -6.70 0.43 -0.16  -0.06
H: -7.66 -0.08 -0.14  0.08
H: -6.51 0.77 -1.17  0.07
H: -6.78 1.31 0.49  0.08
H: -4.61 -0.46 -1.48  0.10
H: -3.62 -2.28 0.79  0.11
H: -3.33 -2.45 -0.95  0.13
C: -1.58 -0.45 -1.18  -0.27
C: -0.07 -0.72 -1.23  -0.13
H: 0.41 -0.35 -0.33  0.09
H: 0.36 -0.20 -2.09  0.12
C: 0.24 -2.22 -1.34  -0.26
O: -0.05 -2.91 -0.15  -0.08
H: -0.90 -2.56 0.17  0.05
H: 1.30 -2.37 -1.53  0.11
H: -0.33 -2.65 -2.18  0.11
C: -1.93 1.05 -1.33  -0.12
H: -1.27 1.50 -2.07  0.12
H: -2.96 1.12 -1.70  0.11
H: -2.02 -0.96 -2.05  0.15
H: -2.52 -0.72 2.03  0.12
H: -0.92 -0.23 1.45  0.11
H: -2.30 1.78 1.91  0.12
H: -3.57 1.17 0.84  0.11
H: -1.03 3.40 0.92  0.12
H: -0.70 3.38 -0.82  0.12
H: 0.25 1.75 2.42  0.11
H: 2.47 0.65 2.71  0.12
H: 4.62 -0.10 1.67  0.11
H: 6.81 -0.38 -1.28  0.14
H: 9.01 -0.65 -0.19  0.08
H: 8.91 -1.84 1.12  0.08
H: 8.27 -2.23 -0.48  0.08

Summary:
LUMO level (eV): 0.336
Charge: 0
SMILES string: CC(=O)Nc1ccc2nc(CN3CCN(CC=C(C)C)[C@H](CCO)C3)ccc2c1
Spin multiplicity: 1



Best to worst by energy: (a), (b), (c).